15
Properties=species:S:1:pos:R:3:forces:R:3 method="wB97M-V/def2-TZVPD" homo_energy_ev=-13.807 relative_energy_kj_mol=206.6 total_charge=+1
N -1.61668 -0.91233 -0.61917 0.9 0.1 -0.3
C -0.51515 -1.55250 -0.64934 -0.5 0.2 -0.2
C -1.94650 0.12911 0.34772 -0.1 -0.1 0.2
C 1.58992 1.06014 0.79402 0.7 -0.8 0.5
C 2.55056 0.87907 -0.10712 -0.8 0.6 -1.0
H -2.77942 -0.18201 0.97648 0.0 0.0 -0.1
H 3.04037 -0.05590 -0.34739 0.0 -0.1 0.6
H 1.09625 1.99787 1.00080 0.0 0.2 -0.2
H -2.21403 1.01170 -0.22912 0.0 0.1 0.2
H -2.19416 -0.98908 -1.44573 -0.5 -0.1 0.0
H 1.41287 0.26042 1.51114 -0.2 0.0 0.0
H -0.34364 -2.17822 -1.51305 0.2 -0.2 0.1
H 0.20279 -1.42286 0.14636 0.1 -0.1 0.1
H -1.06247 0.29055 0.95680 -0.1 0.2 0.0
H 2.77928 1.66405 -0.82240 0.1 0.1 0.2

=====

15
Properties=species:S:1:pos:R:3:forces:R:3 method="wB97M-V/def2-TZVPD" homo_energy_ev=-14.400 relative_energy_kj_mol=230.7 smiles="CC/C=C/[NH3+]" total_charge=+1
N -1.92979 1.32077 0.67833 2.3 1.3 0.9
C -0.54106 0.97186 0.19341 0.5 -2.5 0.8
C -0.05405 -0.22777 0.60992 -0.1 3.2 0.9
C 1.23089 -0.76069 0.13694 0.4 -2.2 -0.4
C 1.13947 -1.22858 -1.32942 0.6 1.3 -1.7
H -2.66057 0.65311 0.45115 0.0 0.1 -0.3
H 2.09925 -0.12597 0.32995 -0.2 0.2 -0.2
H 0.88094 -0.38710 -1.98997 -0.3 0.0 0.3
H 1.40075 -1.68177 0.70359 0.2 0.2 0.2
H 0.44613 -2.02024 -1.60965 -0.1 -0.1 0.7
H 0.16018 1.76225 -0.03980 -0.7 0.3 -1.2
H -0.37847 -0.46076 1.63062 -0.9 -1.4 -0.7
H -1.81297 1.40617 1.69241 -0.7 -0.1 0.1
H 2.09486 -1.49340 -1.79897 0.1 -0.3 0.8
H -2.07556 2.27213 0.34147 -0.9 -0.1 -0.2

=====

15
Properties=species:S:1:pos:R:3:forces:R:3 method="wB97M-V/def2-TZVPD" homo_energy_ev=-13.816 relative_energy_kj_mol=261.3 total_charge=+1
N -1.82124 0.08836 -0.68764 2.3 1.1 -0.1
C -1.71836 0.40616 0.78349 -1.2 -1.0 -0.4
C 2.01792 0.10130 -0.22571 0.7 -1.7 0.1
C 2.39590 -0.10351 1.03636 0.1 2.0 -0.2
C -1.09582 -0.76035 -1.32536 -1.5 0.0 0.6
H 2.49923 -0.57272 -0.93353 -0.5 0.2 -0.4
H 1.30565 0.82308 -0.59906 0.2 0.3 0.2
H -2.00309 0.93675 -1.21358 -0.4 -0.1 -0.2
H -2.36365 -0.29512 1.30998 0.0 0.2 0.2
H 3.19121 -0.77934 1.31071 -0.2 -0.3 -0.1
H -0.86229 -1.68721 -0.81541 0.7 0.1 -0.1
H 2.17919 0.68583 1.75491 -0.4 -0.5 0.4
H -2.12217 1.41014 0.84679 0.2 0.0 0.4
H -0.69421 0.29200 1.12657 0.1 0.2 -0.2
H -0.90827 -0.54537 -2.36852 0.0 -0.5 -0.1

=====

| no. | total energy (Ha) |
| --- | --- |
| 1 | -212.841667 |
| 2 | -212.832486 |
| 3 | -212.820818 |